{"formula": "C5H29N2O10", "method": "ωB97M-V/def2-TZVPD", "gap_ev": [10.224, 4.623], "total_charge": 2, "multiplicity": 2, "elements": ["O", "C", "C", "C", "C", "C", "N", "N", "H", "H", "H", "H", "H", "H", "H", "H", "H", "H", "H", "H", "H", "O", "H", "H", "O", "H", "H", "O", "H", "H", "O", "H", "H", "O", "H", "H", "O", "H", "H", "O", "H", "H", "O", "H", "H", "O"], "coordinates": [[-2.2779, -1.7539, 1.5038], [-1.6455, -2.0440, 0.5216], [-0.5500, -1.0422, 0.1896], [-0.4860, -0.8629, -1.3966], [0.9022, -0.1407, -1.6629], [1.9072, -0.5329, -2.4295], [0.9281, 1.0354, -0.8554], [-0.6393, 0.2550, 0.8799], [-1.8704, -2.8640, -0.1616], [0.3849, -1.5780, 0.5298], [-0.6028, -1.8514, -1.8191], [-1.3116, -0.3792, -1.8942], [2.6596, 0.2253, -2.6838], [1.9723, -1.5371, -2.8757], [1.8937, 1.2409, -0.6510], [0.3273, 0.9113, 0.1258], [0.4945, 1.8960, -1.2764], [-1.3560, 0.9306, 0.6940], [-0.8855, 0.0330, 1.8236], [0.9276, 3.3335, 1.5447], [2.0706, 3.6793, 0.5991], [1.2818, 3.1380, 0.6841], [3.7606, -0.9897, -0.3482], [3.3061, -2.4282, -0.6800], [3.4234, -1.7724, 0.0130], [-1.3503, 2.6698, 2.5464], [-1.5313, 4.1319, 2.2563], [-1.6974, 3.3298, 1.8901], [-4.6166, -0.8721, -0.5376], [-3.8474, -2.0693, -1.2070], [-3.9655, -1.1785, -1.1205], [-2.2571, 2.4535, -1.8717], [-1.8535, 3.5936, -2.2027], [-1.3947, 2.8058, -2.0243], [1.7252, -3.5406, 2.3285], [2.7130, -2.5133, 1.7348], [1.9584, -2.5941, 2.3098], [4.0350, 0.1472, 0.5957], [4.2751, 1.7339, 0.8935], [3.8369, 1.0794, 0.3141], [-0.0890, -3.7980, 1.1755], [-0.6844, -4.9666, 0.5709], [0.1768, -4.4958, 0.6201], [-3.9906, 1.9540, 0.3351], [-2.9553, 2.9732, 0.8216], [-3.1023, 2.2547, 0.1967]], "atomic_forces_ev_per_a": [[0.484, -1.323, -0.918], [-2.285, 1.527, 1.796], [1.241, 1.680, -2.175], [1.613, -0.355, 0.423], [-4.536, -0.340, 2.315], [1.619, -0.614, -1.198], [0.574, 0.857, -1.639], [-0.018, -2.043, 0.208], [0.292, -0.294, -0.021], [-0.445, 0.533, 0.017], [0.881, -0.411, -0.289], [-0.417, 1.033, 0.534], [0.002, -0.509, 0.056], [-0.186, 0.662, 0.122], [0.768, 0.639, 0.666], [0.763, -0.244, -0.029], [-0.202, -0.508, 0.138], [-1.495, 0.317, -1.536], [0.958, -0.034, 1.346], [-0.241, 0.280, 0.471], [0.071, 0.197, 0.030], [0.204, -0.294, -0.503], [0.903, 1.131, -1.585], [0.349, -0.031, -0.107], [-1.176, -1.581, 1.011], [-0.763, 1.032, -0.747], [0.710, 4.012, 1.798], [0.590, -4.416, -0.151], [-1.587, -0.228, 1.266], [-0.609, -3.545, 0.043], [2.206, 3.697, -1.412], [-0.929, -2.396, 0.994], [0.558, 3.277, -0.877], [0.800, -1.097, 0.009], [0.452, 0.465, 0.108], [0.536, -0.038, -0.355], [-1.228, -0.434, 0.228], [0.196, 2.192, 0.693], [-0.079, -0.941, -0.256], [-0.180, -0.936, -0.043], [0.096, 1.517, 1.525], [0.970, -0.349, -0.208], [-1.014, -1.257, -1.159], [-0.808, -0.187, 0.042], [0.133, 0.037, 0.123], [0.229, -0.679, -0.757]], "mulliken_charge": [-0.458, -0.585, 1.029, -1.226, 0.546, -1.196, 0.054, -0.439, 0.616, -0.115, 0.799, 0.349, 0.368, 0.409, 0.326, 0.582, 0.355, 0.081, 0.432, 0.266, 0.261, -0.515, 0.260, 0.287, -0.546, 0.308, 0.280, -0.600, 0.294, 0.283, -0.549, 0.243, 0.288, -0.573, 0.319, 0.316, -0.621, 0.295, 0.301, -0.623, 0.327, 0.325, -0.591, 0.240, 0.321, -0.521]}

{"formula": "C5H29N2O8", "method": "ωB97M-V/def2-TZVPD", "gap_ev": 9.753, "e_above_lowest_kcal_mol": 57.6, "total_charge": 1, "elements": ["N", "C", "C", "C", "N", "C", "C", "O", "H", "H", "H", "H", "H", "H", "H", "H", "H", "H", "H", "H", "H", "H", "H", "H", "H", "O", "H", "H", "O", "H", "H", "O", "H", "H", "O", "H", "H", "O", "H", "H", "O", "H", "H", "O"], "coordinates": [[0.0890, 1.3785, -0.1821], [1.2508, 1.1873, -1.1033], [2.5335, 1.3097, -0.2605], [1.1734, -0.2187, -1.6891], [-0.2290, -0.5316, -2.0579], [-0.7370, -1.8168, -1.5182], [-0.3615, -3.1430, -2.1873], [1.0405, -3.3598, -1.9822], [-0.6957, 1.1392, -0.8070], [0.0170, 0.7331, 0.5935], [-0.0201, 2.3251, 0.1856], [1.3282, 1.9949, -1.8224], [3.2474, 2.0488, -0.6285], [2.2831, 1.5569, 0.7748], [3.2828, 0.5073, -0.1833], [1.6727, -0.9516, -1.0621], [1.7937, -0.2439, -2.6002], [-0.5739, -0.1686, -2.9364], [-1.8107, -1.5839, -1.4985], [-0.4307, -1.7598, -0.4725], [-0.9195, -3.9598, -1.7448], [-0.4715, -3.0476, -3.2714], [1.5659, -2.7972, -2.5177], [1.6235, 1.1573, 2.6411], [1.8658, 2.6472, 3.2719], [1.3917, 2.1059, 2.6321], [-1.0657, 3.8648, -2.1588], [-1.9647, 2.8629, -2.8646], [-1.0567, 3.1391, -2.7975], [-0.0391, -3.3331, 0.2860], [0.3736, -4.6592, 0.8692], [-0.1839, -3.9150, 1.0337], [-1.0963, 0.7528, 2.4364], [-2.5104, 0.9608, 2.1791], [-1.6855, 1.4681, 2.1715], [-2.0140, 4.2807, 0.7606], [-2.0121, 2.7630, 0.9440], [-1.8282, 3.4699, 0.2896], [-2.4350, -1.4408, 1.9641], [-2.1223, -1.8808, 3.3939], [-1.8083, -1.3175, 2.6662], [0.5528, -0.5550, 3.4001], [1.6382, -1.3920, 2.5066], [1.3355, -0.5648, 2.8349]], "atomic_forces_ev_per_a": [[-0.534, 0.216, -1.513], [2.517, -0.795, 1.598], [1.359, 0.420, 0.609], [-0.793, 0.679, -2.306], [1.238, -0.849, 1.278], [-1.272, 1.756, -0.460], [1.256, 1.706, -0.460], [-0.745, -1.401, 1.483], [-0.294, 0.237, 0.245], [0.560, -0.245, 0.259], [-0.080, 0.194, -0.027], [-1.010, -0.094, -0.233], [-0.609, 0.668, -0.039], [0.198, 0.244, -0.315], [-1.025, -0.801, -0.337], [-0.693, -0.144, 0.489], [0.076, 0.301, 0.223], [0.285, -0.473, -0.084], [-0.129, -1.018, -0.038], [0.060, -0.439, 0.091], [0.037, -0.214, -0.155], [-0.770, -0.273, 0.117], [0.471, 0.753, -0.936], [0.399, 0.497, 0.747], [0.122, -0.581, 0.010], [-0.595, 0.204, -0.569], [-0.124, -0.141, -0.090], [-0.608, -0.035, -0.064], [0.731, 0.034, 0.282], [0.209, -0.109, -0.081], [0.600, -0.842, -0.175], [-0.631, 0.808, 0.387], [0.365, 0.206, 0.305], [-0.170, 0.371, 0.126], [-0.487, -0.669, -0.188], [-0.048, 0.367, 0.130], [0.232, 0.477, -0.216], [0.013, -0.608, 0.026], [-0.463, -0.369, -0.522], [0.163, 0.189, -0.371], [0.325, 0.063, 0.879], [0.292, -1.040, -0.212], [-0.302, -1.350, 0.096], [-0.125, 2.098, 0.013]], "mulliken_charge": [0.155, 0.248, -1.266, -1.423, -0.297, -0.344, -0.582, -0.537, 0.478, -0.104, 0.504, 0.516, 0.358, 0.256, 0.350, 0.634, 0.406, 0.236, 0.395, 0.044, 0.395, 0.357, 0.307, 0.408, 0.271, -0.620, 0.287, 0.308, -0.608, 0.388, 0.304, -0.644, 0.163, 0.355, -0.695, 0.309, 0.315, -0.594, 0.293, 0.261, -0.507, 0.288, 0.271, -0.643]}

{"formula": "C5H2Br3Cl3O", "method": "ωB97M-V/def2-TZVPD", "gap_ev": [7.235, 7.424], "e_above_lowest_kcal_mol": 21.1, "elements": ["C", "C", "C", "C", "C", "O", "Cl", "Cl", "Cl", "Br", "Br", "Br", "H", "H"], "coordinates": [[0.0801, -1.2995, -0.4462], [-0.8132, -0.7390, 0.6690], [-0.4276, 0.7309, 0.8615], [0.2703, -0.4389, -1.5983], [0.9291, 0.9591, 0.2851], [0.7338, -2.3042, -0.2774], [-2.5326, -0.9227, 0.2444], [1.5666, -0.7974, -2.6379], [2.2748, 0.1966, 1.0067], [-0.4895, 1.2504, 2.7765], [-1.0536, 0.6781, -2.3164], [1.2441, 2.6308, -0.5138], [-0.6330, -1.3381, 1.5664], [-1.1493, 1.3939, 0.3805]], "atomic_forces_ev_per_a": [[-0.174, -0.529, 0.343], [0.086, -0.174, 0.071], [-0.175, 0.194, 0.573], [0.669, 1.416, 0.721], [-0.167, -0.658, -1.425], [-0.178, 0.147, 0.018], [-0.105, -0.102, 0.278], [-0.073, 0.036, 0.089], [-0.162, 0.082, -0.110], [-0.081, -0.062, -0.385], [0.072, -0.191, -0.218], [0.073, -0.138, 0.229], [-0.002, 0.155, -0.261], [0.219, -0.175, 0.076]], "mulliken_charge": [-0.027, 0.139, -0.658, 0.251, 0.096, -0.553, -0.117, -0.085, -0.047, -0.079, 0.018, 0.061, 0.499, 0.501]}

{"formula": "C5H2Cl2F30N2O12P4S4V3", "method": "ωB97M-V/def2-TZVPD", "gap_ev": [4.777, 4.157], "e_above_lowest_kcal_mol": 0.0, "total_charge": -1, "multiplicity": 11, "elements": ["V", "V", "V", "P", "O", "O", "O", "O", "P", "F", "F", "F", "F", "F", "F", "P", "F", "F", "F", "F", "F", "F", "P", "F", "F", "F", "F", "F", "F", "C", "F", "F", "F", "S", "O", "O", "N", "S", "O", "O", "C", "F", "F", "F", "C", "F", "F", "F", "S", "O", "O", "N", "S", "O", "O", "C", "F", "F", "F", "C", "Cl", "Cl", "H", "H"], "coordinates": [[-5.9601, 10.5864, -59.4921], [-4.7449, 7.3474, -58.6936], [-6.9383, 9.1830, -56.3007], [-4.7806, 9.6584, -57.4328], [-5.8483, 10.7036, -57.3714], [-5.9784, 8.9472, -58.1243], [-4.9169, 8.3587, -56.6867], [-4.2534, 9.4373, -58.8905], [-9.3509, 9.1851, -58.9733], [-10.3786, 10.3674, -58.5155], [-8.1283, 10.1838, -59.2620], [-8.8460, 8.9839, -57.4452], [-8.4511, 7.8804, -59.3919], [-10.5364, 8.0076, -58.9456], [-9.8582, 9.2224, -60.5625], [-7.1592, 5.5314, -56.3468], [-7.9483, 4.9993, -55.0037], [-6.4849, 4.0822, -56.6194], [-8.3578, 5.0547, -57.3041], [-6.4167, 6.1518, -57.6744], [-7.7654, 7.0532, -56.2261], [-5.8909, 5.9227, -55.3923], [-6.9040, 9.4226, -53.1873], [-5.6448, 9.3568, -52.1435], [-5.9131, 9.8101, -54.3878], [-6.6754, 7.8669, -53.5461], [-8.1174, 9.3265, -54.3051], [-7.7194, 8.7490, -51.9557], [-7.1776, 11.0018, -52.8488], [-2.7086, 6.9435, -54.7482], [-1.7990, 6.6750, -53.8873], [-3.9004, 6.9493, -54.1641], [-2.5080, 8.1565, -55.4281], [-2.7051, 5.5835, -56.1940], [-3.5898, 6.0203, -57.2632], [-1.3285, 5.5478, -56.7606], [-3.3800, 4.1672, -55.3700], [-1.9918, 3.3661, -55.0776], [-1.5137, 2.6795, -56.3086], [-1.0400, 4.1173, -54.2701], [-2.6936, 1.8450, -53.9453], [-2.7095, 0.6622, -54.6095], [-1.8033, 1.6382, -52.9362], [-3.9007, 2.1351, -53.4497], [-5.6459, 8.3381, -63.6370], [-5.3951, 7.0573, -63.8427], [-4.5092, 8.9967, -63.6530], [-6.3998, 8.7470, -64.6043], [-6.5803, 8.4923, -61.8451], [-7.9918, 7.9917, -62.0084], [-5.7654, 7.8248, -60.8468], [-6.5798, 10.2135, -61.4069], [-7.2438, 10.9296, -62.7180], [-6.1954, 11.3291, -63.6515], [-8.3326, 10.1830, -63.3216], [-7.9640, 12.5457, -62.0559], [-6.9871, 13.1173, -61.3423], [-8.4295, 13.3015, -63.0377], [-8.9821, 12.2663, -61.2449], [-1.6034, 6.0826, -60.1893], [-2.4440, 4.5609, -59.8678], [-2.8508, 7.4247, -60.5502], [-1.0993, 6.3015, -59.2480], [-0.8074, 6.0686, -60.9338]], "atomic_forces_ev_per_a": [[-0.599, -0.080, -0.382], [0.367, -1.717, -1.466], [-1.329, -1.779, 0.104], [6.741, 3.702, -2.675], [-1.973, 7.726, 3.932], [-9.763, -8.172, -0.752], [-0.407, -3.627, 5.368], [5.237, 1.932, -1.849], [-5.409, -4.990, -5.143], [1.717, -0.991, -0.249], [0.365, 1.272, 0.414], [0.726, 0.607, 1.594], [1.576, 1.384, 0.786], [0.087, 1.560, 2.596], [1.282, 2.153, 1.190], [0.273, -4.373, 1.841], [0.445, 1.067, -1.557], [0.080, 0.867, 0.226], [-0.113, 1.124, 0.541], [1.307, 0.393, -1.234], [-0.398, 1.487, 0.845], [-0.991, 0.480, -1.179], [0.764, -3.109, 6.060], [0.091, 1.102, -1.375], [0.767, 0.896, -2.557], [1.077, -0.181, -1.603], [-0.470, 1.210, -1.011], [-1.874, 2.299, -0.522], [-0.276, -2.032, -0.775], [-1.620, -0.394, -2.517], [0.859, 0.535, 0.324], [0.703, 0.467, -0.357], [-0.004, -1.343, 1.334], [1.709, -1.540, 0.397], [-1.699, 0.928, -0.268], [-2.217, 0.104, 1.798], [2.227, 3.029, -1.680], [0.828, -2.588, -1.353], [-0.597, 1.017, 2.600], [-0.795, -1.108, -0.353], [1.053, 0.225, -0.218], [-0.492, 1.352, 0.148], [-0.829, 0.617, -0.480], [0.781, -0.424, -0.270], [0.072, -0.377, 0.564], [-0.031, -0.440, 0.687], [0.301, 0.273, 0.601], [-0.800, 0.343, -0.254], [-5.128, -0.841, -0.331], [5.345, 1.237, 0.009], [0.621, 0.415, 0.131], [0.032, -2.472, -1.928], [-0.447, 0.740, -3.187], [-0.755, 0.151, 1.428], [0.999, 1.252, 1.237], [-0.630, -1.662, 0.187], [-0.001, 0.691, -0.033], [0.846, -0.051, 0.341], [0.263, 0.156, 0.095], [-0.192, 0.021, 1.131], [0.346, 0.356, -0.711], [1.176, -1.158, 0.221], [-0.446, 0.472, 0.075], [-0.781, -0.188, -0.535]], "mulliken_charge": [0.610, 1.015, 0.919, -0.602, -0.892, 2.270, 1.439, -0.731, 1.031, -0.357, -0.323, -0.245, -0.368, -0.389, -0.350, 1.343, -0.411, -0.419, -0.346, -0.491, -0.522, -0.250, 1.248, -0.384, -0.451, -0.280, -0.477, -0.356, -0.350, 0.477, -0.166, -0.171, -0.223, 0.990, -0.619, -0.581, -0.196, 0.856, -0.634, -0.579, 0.624, -0.230, -0.239, -0.196, 0.525, -0.201, -0.192, -0.108, 0.535, -0.427, -0.642, -0.152, 0.699, -0.611, -0.502, 0.617, -0.234, -0.182, -0.182, -0.300, -0.101, -0.100, 0.171, 0.389]}

{"formula": "C5H2Cl2O", "method": "ωB97M-V/def2-TZVPD", "gap_ev": 8.754, "e_above_lowest_kcal_mol": 0.0, "smiles": "O=c1cc1C=C(Cl)Cl", "elements": ["C", "C", "C", "C", "C", "O", "Cl", "Cl", "H", "H"], "coordinates": [[1.8655, 0.5564, 0.0251], [0.5452, 0.1946, 0.0162], [0.9289, 1.5935, 0.0828], [-0.2372, -0.9757, -0.0013], [-1.6249, -0.8449, -0.1993], [0.6162, 2.7284, 0.1683], [-2.7947, -2.0872, -0.1959], [-2.2576, 0.7636, -0.1265], [2.8729, 0.1142, 0.1838], [0.0858, -2.0430, 0.0468]], "atomic_forces_ev_per_a": [[0.264, -1.134, 0.673], [2.322, 0.153, -0.176], [-0.026, -1.129, -0.107], [-4.408, -1.835, -0.852], [2.703, 0.923, 1.378], [-0.445, 1.577, 0.065], [0.453, 0.018, -0.196], [-0.384, -0.359, -0.354], [-0.833, 0.560, -0.400], [0.354, 1.226, -0.030]], "mulliken_charge": [-0.628, 0.256, 0.682, -0.529, 0.392, -0.539, -0.127, -0.130, 0.311, 0.312]}

{"formula": "C5H2FN3O2", "method": "ωB97M-V/def2-TZVPD", "gap_ev": 9.296, "e_above_lowest_kcal_mol": 57.9, "smiles": "N#CC(O)=C=N.N#CC(=O)F", "elements": ["C", "C", "C", "C", "C", "N", "N", "N", "O", "O", "F", "H", "H"], "coordinates": [[-0.4086, -0.8661, 0.4671], [0.7017, -1.0076, -1.4653], [0.8502, 0.9059, -3.9892], [0.7725, -0.7272, -0.1325], [-0.4425, 0.3677, -3.8005], [-1.4433, -1.1876, 1.0106], [0.8144, -1.0451, -2.6465], [1.8950, 1.2038, -4.4076], [1.8964, -0.2049, 0.4508], [-0.8707, -0.3139, -4.6815], [-1.1620, 0.5659, -2.7103], [2.5583, -0.8307, 0.4431], [-2.2745, -0.4561, 1.0992]], "atomic_forces_ev_per_a": [[-0.377, -0.213, 1.078], [1.410, 0.073, -6.111], [3.152, 2.026, -0.887], [-0.956, 0.009, 1.910], [-1.909, -2.108, -2.000], [-1.712, 2.043, 0.010], [0.074, -1.609, 4.460], [-1.830, -0.229, 0.941], [-2.347, 2.318, 0.145], [-0.328, 0.660, 0.331], [0.096, 1.096, 0.467], [2.405, -2.238, 0.008], [2.323, -1.828, -0.353]], "mulliken_charge": [0.373, 0.648, 0.262, -0.178, 0.757, -0.426, -0.581, -0.375, -0.475, -0.421, -0.229, 0.315, 0.330]}

| no. | molar mass (g mol⁻¹) |
| --- | --- |
| 1 | 277.3 |
| 2 | 245.3 |
| 3 | 424.1 |
| 4 | 1327.9 |
| 5 | 149.0 |
| 6 | 155.1 |